1.
An isolated ion of composition C11H21N3 and charge +2 at a distorted geometry, computed with the ωB97M-V functional and the def2-TZVPD basis.

The geometry in XYZ format:
```
35
Properties=species:S:1:pos:R:3
C 0.3921 2.0519 -0.7705
C 1.4177 1.7377 -1.5351
C -0.0997 1.3484 0.3740
C 0.5466 -0.8535 -0.8770
C 2.1575 0.5029 -1.8986
C -1.2993 -1.5082 0.3381
C -1.4729 -0.3558 1.3674
C 0.6092 -3.1311 0.3070
C 2.4682 -0.2601 0.3574
C -2.4116 1.0562 -0.5637
C -1.8675 1.9900 1.5967
N 0.0509 -1.7942 -0.1519
N 2.0023 -0.7123 -1.0059
N -1.4486 0.9647 0.6502
H -0.1719 2.8498 -1.0608
H 1.7502 2.4319 -2.2334
H 1.9006 0.1263 -2.9300
H 3.2818 0.6309 -1.8733
H -1.4731 -2.2963 0.9767
H -1.9522 -1.5064 -0.4955
H -2.3463 -0.5690 1.8573
H -0.6224 -0.3558 2.1094
H -0.2309 -3.7912 0.0170
H 1.4395 -3.5005 -0.2220
H 0.7090 -3.2205 1.3741
H 2.9630 0.7522 0.4073
H 1.4861 -0.0252 0.8587
H 3.0356 -0.9888 0.9065
H -1.6734 0.6786 -1.3698
H -3.1853 0.3607 -0.2600
H -2.5908 2.0908 -0.5774
H -1.6098 2.9193 1.2273
H -2.9195 1.9086 1.9459
H -1.3252 1.9346 2.5323
H 2.4903 -1.4668 -1.3786
```

Computed properties:
Energy above the lowest of the compared OMol25 structures with the same formula, charge and spin (kcal per mole): 164.2
HOMO-LUMO gap (spin up / spin down) (eV): 7.2789 / 7.2513
Electronic energy (eV): -16193.127
Total charge: +2
2S+1: 1
E_HOMO (spin up / spin down) (eV): -15.615 / -15.616

2.
C11H21N3O4 as an isolated structure at a distorted geometry, computed with the ωB97M-V functional and the def2-TZVPD basis.

The geometry in XYZ format:
```
39
Properties=species:S:1:pos:R:3
C 1.4393 1.1595 0.9682
C 0.4603 0.0047 0.8082
C 2.7761 0.2350 0.8543
C 3.7232 0.5210 -0.3231
C 4.7451 -0.5949 -0.7412
C -1.8272 -0.6515 0.5802
C -1.6533 -2.0860 0.9885
C -2.2649 -0.2684 -0.9165
C -3.5544 -1.2281 -1.3167
C -2.4099 1.2717 -1.3767
C -3.8086 2.0187 -0.8430
H 1.8069 1.7224 3.1362
H 2.2118 2.8780 2.1265
H 1.3412 1.9777 0.0175
H 2.3053 -0.9642 0.9702
H 3.5881 0.1338 1.9576
H 4.2082 1.4750 -0.4473
H 2.7865 0.2332 -1.0433
H 4.9322 -2.6487 -0.5370
H 3.2632 -2.0380 -0.6215
H -0.7710 0.9194 1.6730
H -2.7951 -0.3631 1.2259
H -1.3329 -0.5277 -1.7080
H -3.3348 -2.2260 -1.0120
H -4.3979 -1.1324 -0.6019
H -3.8848 -1.3014 -2.3909
H -2.2219 1.4876 -2.4215
H -1.5542 1.9122 -0.6633
H -4.7163 1.4815 -1.1613
H -3.8119 3.0434 -1.1495
H -3.6853 2.1068 0.3149
H 0.0143 -2.1504 -0.1618
N 1.2696 2.1148 2.2482
N 4.1886 -1.8735 -0.3122
N -0.7852 0.0746 1.1993
O 0.8547 -0.8751 -0.0413
O 5.8483 -0.4264 -1.3600
O -2.4940 -2.7246 1.5813
O -0.4595 -2.6904 0.4999
```

Computed properties:
Energy above the lowest of the compared OMol25 structures with the same formula, charge and spin (kcal per mole): 212.4
HOMO-LUMO gap (eV): 9.6324
Electronic energy (eV): -24401.011
2S+1: 1
E_HOMO (eV): -9.558

3.
One molecule with the formula C11H21P at a distorted geometry, computed with the ωB97M-V functional and the def2-TZVPD basis.

The geometry in XYZ format:
```
33
Properties=species:S:1:pos:R:3
C 2.2336 0.9697 0.2835
C 1.2059 1.8906 0.3165
C -1.5229 2.1590 -1.5330
C 2.0628 -0.4626 -0.0355
C 0.7027 -1.0962 0.3493
C -0.4513 -0.3773 -0.3188
C 2.3896 -0.6704 -1.5541
C 0.6353 -0.8232 1.9320
C -2.1872 -2.2507 -1.0131
C -1.4292 1.8176 1.4549
C -1.8749 -1.0430 -0.0930
P -0.4960 1.4436 -0.0760
H 3.2787 1.2719 0.5990
H 1.4518 2.9990 0.4333
H -1.5901 3.1473 -1.0934
H -0.8273 2.2166 -2.3653
H 2.8506 -1.0720 0.3899
H 0.6731 -2.1430 0.1846
H -0.4313 -0.1735 -1.4571
H 2.0503 0.1216 -2.2088
H 2.1551 -1.7705 -1.8740
H 3.4250 -0.6881 -1.5227
H -0.3212 -1.1802 2.1353
H 0.6943 0.2104 2.1643
H 1.4104 -1.4246 2.3509
H -1.8302 -1.8613 -2.0473
H -3.1813 -2.5342 -0.8742
H -1.6477 -3.0860 -0.6059
H -0.7676 2.2595 2.2910
H -1.8831 2.8311 1.1304
H -2.1221 0.9915 1.7797
H -1.9058 -1.3461 1.0036
H -2.7500 -0.3266 -0.1260
```

Computed properties:
Energy above the lowest of the compared OMol25 structures with the same formula, charge and spin (kcal per mole): 28.1
HOMO-LUMO gap (eV): 8.0263
Structure (SMILES): C=[P@]1(C)C=C[C@H](C)[C@@H](C)[C@H]1CC
Electronic energy (eV): -21032.322
2S+1: 1
E_HOMO (eV): -7.288

4.
A 7-piece molecular cluster, C11H22BCl18NOPS overall at a distorted geometry, computed with the ωB97M-V functional and the def2-TZVPD basis.

The geometry in XYZ format:
```
56
Properties=species:S:1:pos:R:3
C 1.8150 -2.5682 -0.4124
C 0.6965 -1.5203 -0.1902
B 1.2003 -0.0459 -0.1713
O 2.5160 0.2609 -0.2749
N 0.1924 1.1734 -0.0627
S 0.9708 2.6881 0.4777
P -1.4267 1.0920 0.9550
C -0.8150 0.2506 2.4637
C -2.3134 -0.2082 0.0287
C -2.5809 0.2094 -1.4279
H 2.6437 -2.1471 -0.9867
H 2.2111 -2.9586 0.5352
H 1.4149 -3.4382 -0.9502
H 0.0892 -1.7830 0.6858
H -0.0116 -1.5629 -1.0418
H 2.7893 0.9976 -0.8270
H -0.1571 1.3554 -1.0159
H 1.2187 3.1531 -0.7619
H -0.9861 -0.8348 2.4376
H -1.3897 0.6732 3.2988
H 0.2544 0.4371 2.6462
H -1.8589 -1.2009 0.1002
H -3.2602 -0.2625 0.5811
H -1.7236 0.0102 -2.0885
H -2.8270 1.2790 -1.4787
H -3.4559 -0.3166 -1.8277
C 3.1262 0.5671 -4.0962
Cl 2.4026 -0.8491 -3.3215
Cl 2.4904 2.0686 -3.3534
Cl 4.8672 0.5158 -3.9740
H 2.8474 0.5806 -5.1428
C -0.8838 4.7669 -4.2433
Cl -1.4184 3.4724 -3.1417
Cl 0.8057 5.1808 -3.9940
Cl -1.2018 4.3147 -5.9047
H -1.4857 5.6329 -3.9943
C 3.4742 -0.7983 2.6420
Cl 2.4560 -1.9861 3.4647
Cl 3.0282 0.8450 3.1287
Cl 5.1774 -1.1046 2.9294
H 3.2970 -0.8875 1.5791
C -5.3656 -1.0328 3.6068
Cl -7.0771 -0.6797 3.7094
Cl -5.0467 -2.4174 2.5611
Cl -4.4661 0.3864 3.0238
H -4.9966 -1.2652 4.5982
C -5.9339 2.5395 -2.4669
Cl -4.7775 2.0094 -3.6941
Cl -5.7187 1.6330 -0.9632
Cl -5.7928 4.2686 -2.1788
H -6.9308 2.3336 -2.8370
C 6.3320 -4.8703 4.2823
Cl 5.7410 -5.8949 5.5876
Cl 8.0564 -4.5516 4.4546
Cl 5.9782 -5.5875 2.7069
H 5.8092 -3.9231 4.3390
```

Computed properties:
HOMO-LUMO gap (eV): 9.3908
Electronic energy (eV): -261500.655
Total charge: +1
2S+1: 1
E_HOMO (eV): -12.479

5.
C11H22BaClO6 as an isolated structure, computed with the ωB97M-V functional and the def2-TZVPD basis.

The geometry in XYZ format:
```
41
Properties=species:S:1:pos:R:3
Ba -0.3489 0.8293 -0.0014
C -1.6659 -2.1347 1.9376
O -0.6201 -1.7216 1.0562
C -0.1429 -2.7663 0.2225
C 1.0860 -2.3446 -0.5603
O 0.9629 -1.2238 -1.4257
C 0.4458 -1.3927 -2.7357
C -1.0522 -1.5846 -2.8331
O -1.7269 -0.5726 -2.1013
C -3.1454 -0.6939 -2.2003
H -1.2892 -2.8680 2.6528
H -2.0069 -1.2444 2.4609
H -2.4937 -2.5706 1.3724
H 0.1637 -3.6164 0.8438
H -0.9452 -3.1163 -0.4362
H 1.8814 -2.0729 0.1359
H 1.4257 -3.2150 -1.1328
H 0.7377 -0.4849 -3.2660
H 0.9343 -2.2401 -3.2291
H -1.3257 -1.5273 -3.8929
H -1.3544 -2.5734 -2.4707
H -3.4668 -0.6086 -3.2400
H -3.4743 -1.6559 -1.7988
H -3.5826 0.1148 -1.6194
C 3.7830 2.1506 2.3066
C 3.2839 1.5054 1.0540
C 4.2775 1.2384 -0.0339
O 2.1030 1.2168 0.9185
H 4.7436 1.7357 2.6098
H 3.0509 2.0593 3.1042
H 3.9478 3.2112 2.0972
H 4.8508 2.1409 -0.2504
H 3.7833 0.8774 -0.9324
H 4.9953 0.4923 0.3147
Cl -3.3068 5.2687 0.8426
C -2.9377 3.8943 1.8944
C -1.9902 2.8822 1.2665
O -1.3054 3.1909 0.2590
O -1.9366 1.7546 1.8396
H -3.8631 3.3950 2.1659
H -2.4755 4.2711 2.8054
```

Computed properties:
Energy above the lowest of the compared OMol25 structures with the same formula, charge and spin (kcal per mole): 1.0
HOMO-LUMO gap (eV): 9.6397
Electronic energy (eV): -37262.033
Total charge: +1
2S+1: 1
E_HOMO (eV): -12.100

6.
C11H22BeCl2N3O2 as an isolated structure, computed with the ωB97M-V functional and the def2-TZVPD basis.

The geometry in XYZ format:
```
41
Properties=species:S:1:pos:R:3
Be 0.3157 0.1708 0.0541
C 0.7993 0.3553 -2.6334
N 0.4520 1.1406 -1.4241
C 1.3840 2.2932 -1.3362
C -0.9487 1.6429 -1.5430
C -1.3930 2.1469 -0.1825
N -0.9477 1.1793 0.8762
C -0.5304 1.9525 2.0723
C -2.0834 0.3044 1.2749
H 0.7607 0.9983 -3.5152
H 0.0891 -0.4591 -2.7507
H 1.8053 -0.0483 -2.5276
H 1.2397 2.9484 -2.1975
H 2.4120 1.9368 -1.3391
H 1.2171 2.8653 -0.4257
H -1.5666 0.8046 -1.8538
H -1.0058 2.4316 -2.2968
H -2.4770 2.2582 -0.1597
H -0.9613 3.1211 0.0386
H -1.3513 2.5951 2.3972
H 0.3345 2.5716 1.8416
H -0.2721 1.2736 2.8791
H -2.8641 0.9070 1.7432
H -1.7295 -0.4398 1.9865
H -2.4869 -0.1958 0.3984
Cl 2.2423 0.5517 1.0017
C 2.8018 -0.3269 2.4862
Cl 1.5297 -0.6759 3.6341
H 3.5185 0.3448 2.9417
H 3.2291 -1.2541 2.1350
O 1.8713 -2.4030 0.8922
C 0.8009 -2.5222 0.3430
C 0.1097 -3.8411 0.0772
C -1.0448 -3.4778 -0.8443
C -1.0588 -1.9660 -0.8343
O -1.8966 -1.2736 -1.3814
N 0.0277 -1.4597 -0.1396
H -0.2307 -4.2310 1.0383
H 0.8173 -4.5600 -0.3280
H -2.0162 -3.8508 -0.5266
H -0.8930 -3.8087 -1.8721
```

Computed properties:
HOMO-LUMO gap (eV): 10.4285
Electronic energy (eV): -45774.037
Total charge: +1
2S+1: 1
E_HOMO (eV): -12.716

7.
C11H22BrClI2NP2Rh as an isolated structure at a distorted geometry, computed with the ωB97M-V functional and the def2-TZVPD basis.

The geometry in XYZ format:
```
41
Properties=species:S:1:pos:R:3
I -1.5706 -2.1104 -3.5339
I -1.5431 -3.6249 -1.1699
Rh 0.1958 -0.0269 0.8828
P 1.9587 -1.2621 0.2435
C 1.7387 -2.0855 -1.3348
C 3.3338 -0.0682 0.0517
H 4.2832 -0.6087 0.0101
H 3.6739 -2.7803 0.9983
H 3.3129 0.6029 0.9115
H 2.6829 -2.1532 2.3736
H 1.2913 -1.4168 -2.0765
H 3.1728 0.4933 -0.8712
C 2.6557 -2.5378 1.3499
H 2.7063 -2.4608 -1.6925
H 2.0162 -3.4271 1.2969
H 1.0413 -2.9262 -1.1879
P -1.9551 -0.0834 1.4681
C -3.0128 -0.6424 0.1349
C -2.5052 -0.9890 2.9479
H -1.6305 2.0772 2.4581
H -3.3763 1.6623 2.3511
H -2.4836 2.1890 0.8834
C -2.4157 1.6518 1.8309
H -1.7947 -0.8217 3.7621
H -3.5062 -0.6213 3.2311
H -4.0548 -0.3752 0.3486
H -2.9148 -1.7407 0.0755
H -2.5532 -2.0564 2.7070
H -2.6959 -0.2313 -0.8304
Cl 0.7904 -0.3831 3.1109
Br -0.4844 1.4979 -4.7375
C -0.0253 1.9820 -2.9550
C 0.4126 3.2687 -2.6796
C 0.7368 3.5947 -1.3671
C 0.6172 2.6166 -0.3667
N 0.1870 1.3686 -0.6589
C -0.1476 1.0416 -1.9279
H 0.4678 3.9778 -3.4918
H 1.0645 4.6047 -1.1117
H 0.8411 2.7679 0.6976
H -0.5109 0.0362 -2.1323
```

Computed properties:
HOMO-LUMO gap (spin up / spin down) (eV): 5.5820 / 5.5415
Electronic energy (eV): -133590.371
Total charge: +2
2S+1: 5
E_HOMO (spin up / spin down) (eV): -13.619 / -14.992
⟨S²⟩: 6.02

8.
A 2-piece molecular cluster, C11H22BrN5O3 overall, computed with the ωB97M-V functional and the def2-TZVPD basis.

The geometry in XYZ format:
```
42
Properties=species:S:1:pos:R:3
C 5.0343 -0.6839 -0.8738
C 3.5770 -0.8977 -1.3088
C 3.1215 -2.3185 -0.9965
C 1.6424 -2.6487 -1.2224
C 0.6494 -1.6855 -0.6664
N 0.8790 -0.7248 0.2046
C -0.3232 -0.1457 0.4195
N -0.5515 0.8719 1.2258
C -1.8314 1.5043 1.4117
Br -3.0785 0.2342 2.1822
C -2.3954 2.1863 0.1498
C -2.8256 3.6288 0.4174
N -1.2682 -0.7598 -0.3034
N -0.6482 -1.7691 -1.0006
C -1.3779 -2.6677 -1.8804
N -1.4468 -2.1498 -3.2259
H 5.2324 -1.2107 0.0610
H 5.2333 0.3680 -0.6799
H 5.7370 -1.0470 -1.6222
H 2.9678 -0.1581 -0.7993
H 3.5326 -0.7239 -2.3861
H 3.6699 -2.9744 -1.6784
H 3.4332 -2.6175 0.0038
H 1.4444 -2.7926 -2.2853
H 1.4265 -3.6023 -0.7294
H 0.2349 1.2158 1.7619
H -1.6375 2.2312 2.1882
H -3.2359 1.6160 -0.2504
H -1.6187 2.1748 -0.6191
H -3.8608 3.6937 0.7445
H -2.7395 4.2125 -0.4993
H -2.1811 4.1034 1.1553
H -2.2605 -0.5765 -0.3158
H -2.3544 -2.8149 -1.4130
H -0.8501 -3.6163 -1.8721
H -1.4710 -2.8967 -3.9054
H -2.2538 -1.5586 -3.3694
C -1.0825 3.0089 4.5326
O -0.9410 1.8948 3.9474
O -2.4046 3.5537 4.3966
O -0.2980 3.6875 5.1672
H -2.8797 2.8546 3.9338
```

Computed properties:
HOMO-LUMO gap (eV): 6.7156
Electronic energy (eV): -95398.588
2S+1: 1
E_HOMO (eV): -7.292

2S+1 of number 3 (C11H21P)?
1

Copy entry 2 word for word.
C11H21N3O4 as an isolated structure at a distorted geometry, computed with the ωB97M-V functional and the def2-TZVPD basis.

The geometry in XYZ format:
```
39
Properties=species:S:1:pos:R:3
C 1.4393 1.1595 0.9682
C 0.4603 0.0047 0.8082
C 2.7761 0.2350 0.8543
C 3.7232 0.5210 -0.3231
C 4.7451 -0.5949 -0.7412
C -1.8272 -0.6515 0.5802
C -1.6533 -2.0860 0.9885
C -2.2649 -0.2684 -0.9165
C -3.5544 -1.2281 -1.3167
C -2.4099 1.2717 -1.3767
C -3.8086 2.0187 -0.8430
H 1.8069 1.7224 3.1362
H 2.2118 2.8780 2.1265
H 1.3412 1.9777 0.0175
H 2.3053 -0.9642 0.9702
H 3.5881 0.1338 1.9576
H 4.2082 1.4750 -0.4473
H 2.7865 0.2332 -1.0433
H 4.9322 -2.6487 -0.5370
H 3.2632 -2.0380 -0.6215
H -0.7710 0.9194 1.6730
H -2.7951 -0.3631 1.2259
H -1.3329 -0.5277 -1.7080
H -3.3348 -2.2260 -1.0120
H -4.3979 -1.1324 -0.6019
H -3.8848 -1.3014 -2.3909
H -2.2219 1.4876 -2.4215
H -1.5542 1.9122 -0.6633
H -4.7163 1.4815 -1.1613
H -3.8119 3.0434 -1.1495
H -3.6853 2.1068 0.3149
H 0.0143 -2.1504 -0.1618
N 1.2696 2.1148 2.2482
N 4.1886 -1.8735 -0.3122
N -0.7852 0.0746 1.1993
O 0.8547 -0.8751 -0.0413
O 5.8483 -0.4264 -1.3600
O -2.4940 -2.7246 1.5813
O -0.4595 -2.6904 0.4999
```

Computed properties:
Energy above the lowest of the compared OMol25 structures with the same formula, charge and spin (kcal per mole): 212.4
HOMO-LUMO gap (eV): 9.6324
Electronic energy (eV): -24401.011
2S+1: 1
E_HOMO (eV): -9.558